No. 1
ORCA calculation (wB97M-V/def2-TZVPD) on a molecular structure, C43H49AsN2OP2Si2V.

```
! wB97M-V def2-TZVPD RIJCOSX def2/J DEFGRID3
* xyz 3 1
V 0.61 0.15 0.46
O 0.59 -0.52 3.21
N 0.44 0.59 2.29
C -0.34 1.63 2.73
C -0.16 2.96 2.23
C -0.07 3.94 3.28
C 0.47 5.17 3.05
C 0.78 5.51 1.69
C 0.29 4.71 0.60
C -0.03 3.34 0.87
P 0.11 2.25 -0.54
C -1.48 2.84 -1.31
C -1.57 3.43 -2.58
C -2.81 3.75 -3.11
C -3.99 3.42 -2.37
C -3.90 2.85 -1.13
C -2.65 2.58 -0.56
C 1.44 3.01 -1.47
C 1.51 2.92 -2.91
C 2.54 3.54 -3.62
C 3.52 4.21 -2.88
C 3.49 4.26 -1.49
C 2.52 3.56 -0.77
H -0.08 -0.39 3.90
H -0.99 1.48 3.57
H -0.34 3.66 4.32
H 0.51 5.93 3.82
H 1.11 6.54 1.43
H 0.31 5.13 -0.42
H -0.67 3.81 -3.06
H -2.95 4.16 -4.12
H -4.96 3.65 -2.82
H -4.84 2.55 -0.64
H -2.58 2.11 0.42
H 0.73 2.34 -3.41
H 2.58 3.51 -4.69
H 4.35 4.68 -3.38
H 4.28 4.76 -0.91
H 2.54 3.47 0.33
C 4.05 2.08 2.04
Si 4.35 0.25 1.58
C 6.20 0.03 1.15
C 3.99 -0.77 3.11
As 3.03 -0.11 -0.29
Si 3.14 -2.42 -0.42
C 2.28 -2.98 -1.99
C 4.84 -3.10 -0.49
C 2.33 -3.23 1.06
H 4.55 2.25 2.98
H 2.97 2.40 2.16
H 4.53 2.81 1.39
H 6.81 0.75 1.72
H 6.45 0.12 0.11
H 6.55 -0.96 1.43
H 4.55 -0.37 4.01
H 4.35 -1.80 2.90
H 2.92 -0.80 3.36
H 2.95 -3.14 -2.82
H 1.44 -2.37 -2.29
H 1.92 -4.00 -1.69
H 5.26 -2.91 -1.49
H 4.83 -4.16 -0.29
H 5.57 -2.63 0.15
H 2.01 -2.58 1.87
H 3.04 -3.91 1.60
H 1.57 -3.89 0.73
N -0.65 -1.06 0.04
P -1.93 -2.01 -0.22
C -3.17 -2.06 1.12
C -4.18 -3.01 1.26
C -5.16 -2.96 2.29
C -5.04 -2.00 3.31
C -4.10 -0.95 3.10
C -3.34 -0.93 1.93
C -1.64 -3.75 -0.43
C -0.94 -4.42 0.62
C -0.71 -5.78 0.53
C -1.18 -6.49 -0.60
C -1.77 -5.80 -1.67
C -2.05 -4.45 -1.54
C -2.92 -1.33 -1.57
C -2.30 -1.15 -2.80
C -3.01 -0.61 -3.90
C -4.38 -0.34 -3.78
C -5.01 -0.56 -2.56
C -4.31 -1.07 -1.46
H -4.28 -3.90 0.62
H -5.98 -3.72 2.31
H -5.66 -2.04 4.26
H -3.99 -0.19 3.86
H -2.81 0.00 1.65
H -0.52 -3.85 1.42
H -0.18 -6.32 1.30
H -1.18 -7.58 -0.56
H -2.10 -6.33 -2.56
H -2.70 -3.98 -2.28
H -1.25 -1.37 -2.91
H -2.46 -0.53 -4.84
H -5.00 -0.02 -4.64
H -6.11 -0.39 -2.45
H -4.80 -1.11 -0.49
*
```

The value obtained for the molar mass is 853.9 g/mol. The calculation puts the frontier orbital gap (alpha / beta) at 4.92 / 4.93 eV. For the energy above the lowest of the compared OMol25 structures with the same formula, charge and spin, the calculation gives 0.000 eV.

Atomic partial charges in e from the Mulliken method, atoms 1 to 6: -0.017 -0.507 1.003 -1.053 0.783 -0.935

---

No. 2
ORCA calculation (wB97M-V/def2-TZVPD) on a molecular structure, C43H49BCsN11O6S2.

```
! wB97M-V def2-TZVPD RIJCOSX def2/J DEFGRID3
* xyz -2 1
Cs -1.16 1.20 1.98
N 1.44 5.10 3.78
C 1.45 3.84 3.35
N 0.42 3.62 2.57
C -0.21 4.83 2.54
N 0.38 5.76 3.27
C -1.44 5.09 1.77
C -2.19 6.24 1.98
N -3.29 6.50 1.27
C -3.63 5.58 0.37
C -2.89 4.42 0.16
N -1.79 4.18 0.86
H 2.12 5.59 4.33
H 2.22 3.12 3.61
H -1.89 6.96 2.74
H -4.52 5.77 -0.22
H -3.16 3.66 -0.57
S -1.72 1.80 -1.67
C -2.71 0.57 -2.47
N -2.56 0.43 -3.90
C -3.07 -0.77 -4.49
C -4.46 -1.03 -3.95
N -4.41 -1.14 -2.53
C -5.51 -1.84 -1.95
C -5.38 -3.34 -2.09
C -6.36 -4.13 -2.67
C -6.20 -5.51 -2.77
C -5.05 -6.11 -2.29
C -4.06 -5.32 -1.71
C -4.21 -3.95 -1.62
C -3.65 -0.16 -1.80
S -4.05 0.02 -0.09
C -1.50 1.06 -4.63
C -0.32 0.16 -4.94
C 0.26 -0.59 -3.92
C 1.33 -1.43 -4.18
C 1.83 -1.54 -5.47
C 1.26 -0.81 -6.50
C 0.18 0.03 -6.23
H -2.44 -1.66 -4.28
H -3.10 -0.65 -5.58
H -4.86 -1.96 -4.37
H -5.12 -0.20 -4.28
H -6.48 -1.52 -2.38
H -5.53 -1.58 -0.88
H -7.26 -3.65 -3.05
H -6.98 -6.11 -3.23
H -4.92 -7.18 -2.36
H -3.15 -5.78 -1.33
H -3.45 -3.32 -1.18
H -1.15 1.90 -4.01
H -1.88 1.48 -5.57
H -0.17 -0.50 -2.92
H 1.75 -2.02 -3.37
H 2.67 -2.20 -5.67
H 1.64 -0.90 -7.51
H -0.28 0.59 -7.04
N 1.54 -1.74 -0.63
H 1.10 -1.09 -1.27
H 2.39 -1.29 -0.31
H 0.90 -1.79 0.17
C -5.00 2.43 2.27
C -4.33 2.30 3.60
C -4.82 1.21 4.51
O -3.40 3.01 3.93
H -6.06 2.19 2.32
H -4.56 1.73 1.54
H -4.85 3.44 1.88
H -5.90 1.26 4.64
H -4.31 1.26 5.47
H -4.59 0.25 4.04
C -1.94 -3.03 1.89
C -1.34 -1.68 2.24
O -1.94 -0.98 3.09
O -0.27 -1.33 1.67
H -1.79 -3.71 2.74
H -1.47 -3.45 1.01
H -3.01 -2.91 1.73
C 7.24 -3.78 3.34
C 7.47 -2.41 2.68
C 8.00 -2.66 1.27
C 8.53 -1.64 3.47
C 6.17 -1.59 2.67
C 5.41 -1.50 3.84
C 4.24 -0.75 3.92
C 3.85 -0.08 2.78
O 2.75 0.70 2.57
B 2.85 1.07 1.24
O 3.98 0.56 0.62
C 4.60 -0.17 1.62
C 5.76 -0.90 1.53
H 8.16 -4.37 3.29
H 6.45 -4.33 2.83
H 6.96 -3.69 4.39
H 8.87 -3.32 1.32
H 8.32 -1.73 0.78
H 7.25 -3.13 0.63
H 9.47 -2.20 3.50
H 8.21 -1.47 4.50
H 8.73 -0.67 3.02
H 5.73 -2.03 4.73
H 3.65 -0.70 4.82
H 6.29 -0.94 0.60
N 1.16 2.50 -1.37
C 1.99 2.64 -0.38
O 1.85 1.77 0.64
C 2.98 3.64 -0.27
C 3.15 4.59 -1.31
N 3.27 5.36 -2.15
C 3.75 3.71 0.91
N 4.38 3.72 1.88
H 0.27 1.88 -1.35
H 1.11 3.22 -2.07
*
```

The value obtained for the molar mass is 1023.8 g/mol. The calculation puts the frontier orbital gap at 3.29 eV. For the energy above the lowest of the compared OMol25 structures with the same formula, charge and spin, the calculation gives 0.000 eV.

Atomic partial charges in e from the Mulliken method, atoms 1 to 6: 1.117 0.185 -0.817 0.537 0.033 -0.826

---

No. 3
ORCA calculation (wB97M-V/def2-TZVPD) on a molecular structure, C43H49Cl3N7O3RuSSi.

```
! wB97M-V def2-TZVPD RIJCOSX def2/J DEFGRID3
* xyz 0 6
Ru -0.55 -0.35 1.17
O 4.24 -2.59 -0.05
C 3.47 -3.00 -1.08
C 4.08 -3.76 -2.07
C 3.35 -4.24 -3.15
C 2.00 -3.95 -3.26
C 1.39 -3.17 -2.30
C 2.11 -2.68 -1.20
C 1.41 -1.85 -0.22
O 0.30 -1.29 -0.54
N 1.97 -1.70 0.98
N 1.18 -0.96 1.78
C 1.52 -0.67 3.01
C 0.63 0.21 3.69
C 0.84 0.68 4.99
C -0.06 1.58 5.54
C -1.18 1.95 4.81
C -1.36 1.43 3.54
N -0.47 0.60 2.98
H 3.65 -2.16 0.60
H 5.14 -3.99 -1.97
H 3.85 -4.84 -3.90
H 1.43 -4.32 -4.10
H 0.34 -2.93 -2.37
H 2.44 -1.05 3.44
H 1.72 0.35 5.53
H 0.10 1.97 6.53
H -1.91 2.63 5.21
H -2.26 1.65 2.98
C -1.65 4.07 1.43
C -0.77 4.47 0.23
C -1.03 3.56 -0.97
C 0.67 4.48 0.65
C 1.26 5.69 0.90
C 2.61 5.81 1.25
C 3.40 4.66 1.28
C 2.90 3.41 1.04
C 3.89 2.27 0.99
C 3.55 1.22 -0.08
C 4.03 1.66 2.39
C 1.45 3.24 0.85
O 0.88 2.12 0.91
H -2.70 4.16 1.18
H -1.44 4.70 2.30
H -1.45 3.03 1.69
H -1.04 5.49 -0.05
H -0.76 2.54 -0.71
H -0.44 3.86 -1.83
H -2.09 3.59 -1.24
H 0.66 6.59 0.80
H 3.04 6.78 1.44
H 4.46 4.76 1.48
H 4.85 2.70 0.72
H 2.59 0.75 0.13
H 4.32 0.46 -0.13
H 3.47 1.70 -1.06
H 3.05 1.42 2.80
H 4.52 2.36 3.06
H 4.63 0.75 2.34
N -1.31 0.36 -2.56
C -0.22 0.39 -3.35
S 1.26 0.90 -2.78
N -0.47 0.06 -4.65
C 0.46 -0.21 -5.69
C 1.65 -0.89 -5.45
C 2.49 -1.19 -6.52
C 2.15 -0.82 -7.81
C 0.97 -0.13 -8.04
C 0.12 0.17 -6.98
H -1.21 0.45 -1.56
H -2.19 0.00 -2.89
H -1.44 0.05 -4.94
H 1.91 -1.19 -4.45
H 3.40 -1.73 -6.32
H 2.80 -1.07 -8.63
H 0.71 0.18 -9.04
H -0.80 0.71 -7.16
C -0.32 -4.43 0.61
Si -1.90 -3.42 0.49
C -2.35 -2.91 -1.28
C -3.28 -4.55 1.12
N -1.75 -2.00 1.54
C -2.77 -1.75 2.46
C -2.46 -1.55 3.82
C -3.47 -1.34 4.74
C -4.79 -1.27 4.34
C -5.11 -1.47 3.00
C -4.12 -1.73 2.08
H -0.08 -4.90 -0.35
H -0.46 -5.23 1.35
H 0.55 -3.85 0.92
H -2.41 -3.79 -1.91
H -1.60 -2.23 -1.69
H -3.32 -2.40 -1.31
H -3.01 -5.59 0.93
H -4.23 -4.36 0.62
H -3.44 -4.43 2.19
H -1.43 -1.63 4.13
H -3.22 -1.23 5.79
H -5.57 -1.06 5.06
H -6.14 -1.42 2.68
H -4.37 -1.90 1.04
Cl -4.75 2.27 2.41
C -4.56 1.47 0.02
Cl -5.89 0.40 -0.20
Cl -4.71 2.98 -0.79
C -3.30 0.94 0.21
N -2.24 0.52 0.42
*
```

The value obtained for the molar mass is 979.5 g/mol. The calculation puts the frontier orbital gap (alpha / beta) at 6.15 / 5.75 eV. For the energy above the lowest of the compared OMol25 structures with the same formula, charge and spin, the calculation gives 0.386 eV.

Atomic partial charges in e from the Mulliken method, atoms 1 to 6: -0.875 -0.717 0.660 -0.768 -0.511 -1.027

---

No. 4
ORCA calculation (wB97M-V/def2-TZVPD) on a molecular structure, C43H50F4N2OS.

```
! wB97M-V def2-TZVPD RIJCOSX def2/J DEFGRID3
* xyz 0 1
C 1.43 -2.27 0.68
O 0.09 -2.20 1.21
C -0.63 -3.45 1.09
C -2.18 -3.08 0.71
C -2.91 -4.51 0.51
C -4.51 -4.41 0.36
C -5.04 -3.68 -0.98
C -4.08 -3.81 -2.26
C -3.49 -2.34 -2.60
C -1.93 -2.32 -3.00
C -1.45 -0.81 -3.37
C -0.64 -0.09 -2.17
C -0.12 1.38 -2.57
C -1.28 2.49 -2.70
C -2.36 2.46 -1.51
C -2.35 3.64 -0.43
C -3.35 3.68 0.78
C -4.38 2.51 0.90
N -5.38 2.32 1.96
S -6.20 0.88 1.53
N -5.49 0.30 0.06
C -4.48 1.34 -0.14
C -3.45 1.38 -1.32
H 1.54 -1.40 -0.07
H 1.69 -3.26 0.15
H 2.25 -2.11 1.49
H -0.68 -4.06 2.06
H -0.27 -4.13 0.23
H -2.65 -2.45 1.54
H -2.11 -2.45 -0.24
H -2.71 -5.10 1.49
H -2.39 -5.11 -0.32
H -4.88 -3.77 1.25
H -5.05 -5.43 0.49
H -6.03 -4.21 -1.26
H -5.35 -2.59 -0.74
H -4.77 -4.08 -3.16
H -3.29 -4.64 -2.21
H -3.59 -1.71 -1.64
H -4.18 -1.87 -3.38
H -1.83 -2.92 -3.98
H -1.26 -2.82 -2.21
H -2.34 -0.18 -3.74
H -0.69 -0.93 -4.23
H -1.20 -0.14 -1.17
H 0.32 -0.74 -2.02
H 0.36 1.28 -3.62
H 0.70 1.68 -1.82
H -0.76 3.52 -2.63
H -1.79 2.48 -3.73
H -1.61 4.52 -0.48
H -3.35 4.49 1.58
H -3.50 0.54 -2.09
F -3.03 7.25 4.95
C -3.20 6.00 5.38
C -2.85 5.67 6.68
C -3.04 4.37 7.13
C -3.56 3.40 6.28
C -3.90 3.74 4.97
C -3.73 5.04 4.52
H -2.44 6.43 7.33
H -2.77 4.10 8.15
H -3.69 2.38 6.63
H -4.30 2.98 4.30
H -4.00 5.32 3.51
F -1.11 6.73 -4.84
C -1.72 7.28 -3.78
C -2.33 6.46 -2.84
C -2.95 7.03 -1.74
C -2.98 8.42 -1.59
C -2.37 9.23 -2.55
C -1.73 8.66 -3.64
H -2.31 5.39 -2.98
H -3.43 6.40 -1.00
H -3.47 8.86 -0.74
H -2.39 10.31 -2.43
H -1.24 9.28 -4.39
F 3.23 -2.89 -1.80
C 4.56 -2.94 -1.63
C 5.10 -3.81 -0.70
C 6.48 -3.87 -0.52
C 7.31 -3.04 -1.28
C 6.76 -2.17 -2.21
C 5.38 -2.12 -2.39
H 4.43 -4.44 -0.12
H 6.90 -4.56 0.20
H 8.38 -3.09 -1.14
H 7.41 -1.52 -2.79
H 4.94 -1.44 -3.12
F 8.16 -6.14 1.10
C 9.12 -5.43 1.71
C 9.14 -4.05 1.59
C 10.14 -3.32 2.22
C 11.12 -3.98 2.96
C 11.09 -5.37 3.07
C 10.09 -6.10 2.45
H 8.38 -3.56 1.00
H 10.16 -2.24 2.14
H 11.90 -3.41 3.45
H 11.86 -5.88 3.65
H 10.05 -7.18 2.53
*
```

The value obtained for the molar mass is 718.9 g/mol. The calculation puts the frontier orbital gap at 7.33 eV.

Atomic partial charges in e from the Mulliken method, atoms 1 to 6: -0.354 -0.316 -0.568 0.491 -0.655 -0.728